No. 1
46
Properties=species:S:1:pos:R:3:forces:R:3:lowdin_charge:R:1 method="wB97M-V/def2-TZVPD" multiplicity=1 lumo_energy_ha=-0.209 charge=+1 e_above_lowest_kcal_mol=0.0 e_homo_ev=-8.06
H -2.91017 5.82244 2.67554 -0.1678 -0.2379 0.0909 0.0933
O 3.19540 -5.95188 0.61595 0.5097 0.1771 0.4187 -0.0016
C -0.06762 1.64405 -1.79732 -1.1214 -0.9047 0.7145 -0.2245
H -1.72279 2.32645 -4.13230 0.0831 -0.1310 -0.1157 0.0939
H -4.11710 5.30642 1.44683 -0.0462 -0.0714 0.1381 0.0948
C -1.70641 1.44711 -3.48349 -0.4047 0.1016 -0.6500 -0.0834
O 3.07272 -2.23046 -1.87190 0.0626 0.6376 -0.3191 0.2731
H -0.82082 4.42501 2.82483 -0.4358 -0.2474 0.2067 0.1339
O 2.91520 -3.25459 0.72995 2.4319 2.4784 0.8020 -0.3461
H -1.35523 2.05182 2.61701 -0.5264 -0.1868 -0.4660 0.1309
O -2.49678 4.10322 1.57194 -0.0185 -0.2113 0.1069 -0.1781
H 0.90342 -0.66788 0.71198 0.0560 -0.0062 -0.2577 0.0461
H 0.70061 -2.42301 -0.36101 -0.1932 -0.0861 -0.0173 0.0738
H 0.98816 -7.30049 0.82822 -0.2810 -0.0992 -0.1362 0.1143
H 0.10505 -0.83627 2.13851 -0.3820 -0.1389 -0.0361 0.1444
C 2.04986 -5.49376 0.54328 -0.2410 -0.7466 -0.7105 -0.4183
C 0.76571 -3.47878 -0.10543 0.1678 0.8960 0.1722 -0.0163
H 4.02651 -2.17321 -2.06314 0.0519 -0.3253 0.1261 0.1827
H -2.61806 6.10931 0.97914 0.0731 -0.2470 -0.1255 0.0932
Sr 3.65745 -1.32446 1.99669 -0.9293 -2.0115 -1.5732 1.6549
O 0.01588 -0.53851 1.22171 0.4329 0.0503 0.2012 0.1760
C 1.93070 -3.99019 0.33665 -1.2121 -0.8666 1.0418 -0.3886
H 0.65773 2.01528 -2.52321 0.0188 0.1519 0.0149 0.1332
F 2.23589 -0.62885 0.09628 0.6696 0.1516 0.4647 -0.5407
C -0.41556 -5.70605 0.25466 0.5310 -1.2357 1.4859 -0.3962
H -1.73579 2.31062 0.04965 -0.8916 -1.2604 0.3432 0.1354
O -1.44805 -6.35045 0.36770 -0.5826 0.2986 -0.4084 0.0546
H 2.61195 -1.74236 -2.58336 -0.2150 -0.2416 0.0139 0.1881
C 0.10765 2.23488 -0.42419 1.8630 -0.1696 0.8487 -0.1936
H 1.03974 1.82484 0.00337 0.0339 0.0173 -0.2759 0.1042
O -1.47576 -3.76264 -0.58818 -0.3632 0.4648 0.4020 0.0847
C -1.12986 4.00313 1.85783 0.3755 0.4256 -0.6530 -0.2353
C 0.86204 -6.26576 0.54654 0.7797 1.1274 -0.0465 0.0389
H -1.02304 0.69967 -3.90012 0.3582 0.1906 0.3446 0.0874
H -2.67857 0.95709 -3.55360 -0.1205 0.2626 0.4610 0.0951
N -0.96668 1.81822 0.51774 0.2660 1.7541 -0.6489 -0.0508
O -1.41108 1.87293 -2.16090 0.2611 -0.0823 -0.4124 -0.1802
C -0.46043 -4.23132 -0.11330 -0.4357 -0.3807 -1.8794 -0.3510
H 0.23529 2.34883 2.09756 -0.0158 0.4384 -0.0472 0.1179
H 0.32322 3.30811 -0.45493 -0.6628 0.0782 -0.0159 0.1246
H -0.33331 0.43331 1.12450 -1.0625 0.1141 -0.8314 0.0951
H 0.03629 0.55408 -1.66445 0.3123 -0.0184 -0.3819 0.1182
H -0.52543 4.58646 1.14049 -0.2007 -0.1379 -0.1494 0.1230
C -0.81344 2.52722 1.79320 1.3807 -0.2405 1.3563 -0.2074
H 2.85645 -1.76823 -0.98747 -0.4721 -0.2487 0.4806 0.0958
C -3.06096 5.38864 1.68056 0.2636 0.7176 -0.0774 -0.0893

No. 2
42
Properties=species:S:1:pos:R:3:forces:R:3:lowdin_charge:R:1 method="wB97M-V/def2-TZVPD" multiplicity=1 lumo_energy_ha=-0.098 charge=+1 e_above_lowest_kcal_mol=0.0 e_homo_ev=-11.81
N -3.76850 2.44538 2.51124 1.2771 -0.9846 0.2149 0.1283
C 2.07559 0.21425 -0.66723 0.1013 0.0935 0.5391 -0.2938
H 2.98476 3.26253 2.71953 -0.2545 0.1478 -0.2055 0.0526
C 2.16154 0.63496 2.94696 -0.2782 0.0344 -0.0011 -0.2685
H -1.34062 -2.00214 -0.29597 0.5636 0.3070 -2.1803 0.0483
C 2.62746 -1.36249 -2.33674 -0.4491 -1.0969 -1.4279 -0.0379
H -0.64315 0.35483 -3.51847 -0.4531 0.0534 -0.0519 0.0421
C -1.73832 0.22057 -3.49269 0.1848 -0.0396 0.0444 -0.2719
H -1.27242 -2.43690 -2.15211 0.3676 -0.4148 0.0079 0.0887
H 1.59611 0.71497 3.88611 0.2700 0.0157 -0.2329 0.0447
C 3.03252 -0.33049 -1.53056 -1.0468 0.2091 0.5463 -0.0331
P -2.24562 -0.30618 -1.81179 0.1879 0.2218 0.1993 0.7903
C 0.33970 -1.20791 -1.46193 2.7783 -0.0100 -0.2793 -0.3670
H -3.69895 -1.70423 -3.18024 -0.1573 0.1572 0.5617 0.0523
H -2.02850 -0.56208 -4.21527 0.1703 0.4300 0.1703 0.0522
P 1.41348 1.71950 1.65262 -0.0843 0.0600 1.1640 0.7747
H 3.34213 -1.82540 -3.07000 -0.8061 0.4222 0.9364 0.1343
H 1.27329 3.82282 2.86559 0.4689 -0.1548 -0.2478 0.0474
H -1.46564 -1.35444 2.62282 -0.6224 -2.6775 -0.7624 -0.1043
H 2.57275 2.27905 -0.32249 0.1101 -0.1260 0.0624 0.0972
C -3.76754 -1.24821 -2.17332 -0.2758 -0.1115 0.1588 -0.2848
H -2.47403 0.59517 2.84562 -1.2692 1.7824 1.2823 0.0027
H 2.13164 -0.41437 2.62983 0.0291 0.1905 0.0432 0.0514
H -4.63225 -0.55927 -2.11528 0.3646 -0.4999 -0.1469 0.0476
H 2.12955 3.99658 1.30500 0.0111 -0.0690 0.3861 0.0474
O -1.05289 -0.76560 3.27251 0.3220 2.7009 3.4014 -0.2309
H 0.92781 -2.67605 -2.95009 0.6850 1.3263 0.7278 0.1386
H -1.55093 -2.98887 1.49701 0.1244 2.3967 -0.5653 0.0698
H -3.88075 -2.03758 -1.40560 -0.0774 0.3748 -0.3965 0.0519
O -1.49850 -1.99888 1.27881 -0.7400 -2.1517 1.0139 -0.5249
H 3.52155 1.16188 0.67608 -0.0079 0.0310 -0.1768 0.0986
C 2.51983 1.36786 0.28853 -0.0673 -0.7455 -1.6102 -0.3205
H 4.02165 0.06942 -1.53221 0.5202 0.0586 -0.0783 0.1129
C 1.27928 -1.80070 -2.31769 -0.0649 -0.8755 -0.5492 -0.0096
C -1.05292 -1.67039 -1.41737 -1.2641 0.1883 1.1865 -0.3647
N 0.80917 -0.22942 -0.62542 -0.9064 0.2869 0.2338 0.0347
H -2.22822 1.17443 -3.72431 0.1514 -0.2909 -0.1511 0.0430
H -1.38121 -0.79438 4.20766 0.3794 -0.3613 -1.4494 0.1091
Sr -1.23724 0.34414 1.10772 1.3205 -0.3241 -2.5330 1.3191
C -3.02523 1.57878 2.71488 -0.9965 -0.5071 0.0775 -0.1468
C 2.02296 3.36171 2.19744 -0.3611 0.1608 -0.0155 -0.2705
H 3.20069 0.95713 3.09080 -0.2052 -0.2084 0.1033 0.0490

No. 3
42
Properties=species:S:1:pos:R:3:forces:R:3:lowdin_charge:R:1 method="wB97M-V/def2-TZVPD" multiplicity=1 lumo_energy_ha=0.074 charge=-1 e_homo_ev=-3.79
H 1.28956 1.03064 5.34384 -0.0029 -0.0014 -0.0039 0.0811
H 2.92921 -1.71343 -0.30800 -0.0764 -0.0382 0.1598 0.0861
C -2.12236 1.02705 6.06203 -0.0387 -0.0835 -0.1057 -0.0247
H -2.94685 0.55588 5.53289 0.0041 -0.0013 -0.0045 0.0805
O 2.49153 -0.25070 -1.71159 0.1924 -0.1928 0.0638 -0.1094
H -2.94447 -2.17491 -0.65882 -0.0176 -0.0301 -0.0180 0.1196
H 0.83445 1.05846 -0.52385 -0.0508 -0.0288 0.0329 0.0936
O 0.42128 0.90154 -4.00890 -0.2495 -0.1954 0.0542 -0.1051
H 0.22858 -1.10611 -3.73654 -0.1204 -0.0496 0.0561 0.1185
H -2.28716 2.10488 6.10431 0.0235 0.0095 0.0734 0.0837
H 1.88267 -0.53252 -3.87177 0.0186 -0.0601 0.0147 0.1262
H -2.08129 0.64632 7.08398 0.0144 0.0714 0.0351 0.0820
C 1.28620 1.50714 -4.96914 0.1674 0.1352 -0.0801 -0.1406
C -1.97263 -0.75162 1.26231 0.0426 0.0185 0.1829 -0.1027
H 0.87453 -2.36591 -1.52593 0.1183 -0.0209 0.1174 0.1352
C -1.86706 -2.32710 -0.50595 -0.2923 0.1131 -0.0271 -0.2359
H 2.42316 -0.14130 0.38086 -0.0693 -0.0367 0.1021 0.0845
H 4.00111 -0.30743 -0.38184 0.0168 0.0044 -0.0208 0.0882
C 2.96229 -0.62955 -0.43554 0.0808 0.1483 -0.2822 -0.1039
C 1.08599 -0.25180 -1.92377 -0.3225 0.2379 0.1276 -0.5109
H 0.49123 -1.31688 -0.14241 0.2048 -0.0538 0.0333 0.1071
C 0.89844 -0.28707 -3.46392 0.3306 0.2557 -0.0928 -0.1337
O 0.53120 0.95095 -1.43186 0.0819 -0.0201 -0.0685 0.0477
C -1.09986 -1.50654 -1.53688 0.2704 -0.0946 -0.0793 -0.1652
O 0.42209 2.19536 -7.04964 -0.0170 -0.1167 -0.7460 -0.0853
O -0.79670 0.06207 4.34120 0.0129 -0.0084 0.0225 0.0739
O -1.53297 -2.02899 0.83797 0.0238 -0.0272 -0.0639 -0.2021
H 2.09318 2.03752 -4.44994 0.0622 -0.0140 0.0697 0.1173
C -0.82566 0.72974 5.34583 0.0004 0.0362 0.0120 -0.4997
H -2.22622 -0.09982 0.42622 -0.0039 0.0131 -0.0563 0.0873
C 0.39977 -1.42768 -1.22272 -0.3170 -0.0996 -0.2922 -0.1129
H -2.84076 -0.85033 1.92048 -0.0918 -0.0206 -0.0663 0.0835
H -1.18250 -0.28012 1.84493 0.0429 -0.0159 -0.0122 0.0677
H 1.70818 0.74684 -5.63073 0.0084 -0.1290 0.0567 0.1032
H 0.56513 0.94264 6.96572 -0.0268 0.0664 0.0367 0.0819
H 0.35720 2.40107 5.98640 -0.0185 0.0046 0.0746 0.0838
O 0.05464 3.51315 -5.26365 -0.0817 0.2565 0.1385 -0.0724
C 0.43114 1.31309 5.94795 0.0449 -0.0738 -0.1126 -0.0253
C 0.50156 2.51274 -5.85143 -0.0464 -0.0373 0.5176 -0.7497
H -1.24731 -1.99248 -2.50290 -0.1055 0.0477 -0.0402 0.1112
H -1.68142 -3.39358 -0.64175 0.1672 -0.0122 0.0998 0.1189
H -1.50909 -0.50122 -1.63743 0.0198 0.0437 0.0916 0.1169

No. 4
50
Properties=species:S:1:pos:R:3:forces:R:3:lowdin_charge:R:1 method="wB97M-V/def2-TZVPD" multiplicity=1 lumo_energy_ha=-0.116 charge=+1 e_homo_ev=-13.20
H -2.68604 3.57568 -2.66896 0.0628 0.0803 0.0661 0.0896
H 3.28775 1.48161 0.08571 0.0789 -0.0698 0.2764 0.1914
H 4.50809 0.88344 2.23667 -0.1757 0.3829 -0.5315 0.2002
H -2.89207 1.97436 -1.98268 0.0718 -0.0225 0.0932 0.0797
H 2.36543 1.60830 -3.35705 -0.1614 -0.4513 -0.1654 0.0800
H 4.54769 -4.63734 3.65263 0.3038 0.3670 -0.1556 0.1085
H 1.06031 0.56175 -3.95024 0.2405 0.1044 0.3807 0.0895
B 3.77429 -1.85821 3.30522 0.2637 -0.1820 1.7733 -0.5752
H -2.61128 2.93294 0.33364 -0.2162 -0.0812 -0.0371 0.1229
C -1.07519 -3.32566 -0.23462 -0.0101 0.7790 0.5092 -0.0684
H -1.09862 -0.04547 0.76641 -0.4549 0.0933 -0.4769 0.0824
C 1.88728 0.61661 -3.21786 0.3129 -0.1889 0.2599 0.0220
C -2.85652 3.56608 -0.52009 0.6342 -0.0452 -0.1169 -0.1958
H 0.99013 2.47995 -1.55977 -0.7077 -0.0418 -0.4466 0.1163
H -1.82588 -3.47926 0.55968 0.2514 -0.2068 -0.4325 0.0868
H 3.75585 -3.83125 2.28353 0.5517 -0.3029 0.0478 0.0921
H -1.34660 -0.32878 -1.01571 -0.2406 -0.0052 0.4548 0.0754
H 2.61126 -0.17015 -3.47684 -0.1944 0.3068 0.1024 0.0733
F -6.79649 4.08313 -1.35241 0.3107 -0.1684 0.1293 0.1655
C -6.53140 3.29246 -0.30061 -1.2445 0.3098 -0.1146 -0.5339
C -0.37398 -1.96984 0.08984 -0.8469 -0.0080 -1.0355 -0.3876
O -4.71137 1.71136 -0.05469 -0.3940 0.0383 -0.0101 0.1636
N 3.83673 0.32401 1.72790 -0.2113 -1.4062 0.7595 0.1475
H 1.94279 -2.02299 3.78454 -0.1047 0.4414 0.6884 0.1180
C 4.69746 -3.87664 2.87411 -0.3262 0.1735 -0.1827 -0.0127
F -7.37691 2.26143 -0.35457 0.4506 0.0145 0.0376 0.1725
O 4.94055 -2.55558 3.45565 -0.3716 0.2675 -0.6818 0.0365
C 2.37749 -0.40683 0.25270 -0.5694 -2.4556 1.2882 -0.2769
O -4.26098 3.85794 -0.54327 -0.4110 0.0119 0.1475 0.0355
B 1.34608 0.57373 -1.73322 -0.8949 0.5960 -0.7851 -0.5167
H -2.34758 4.51802 -0.37313 -0.2883 0.1105 0.0021 0.1271
H 0.41553 -1.80787 -1.98269 -0.0676 -0.0082 0.4420 0.1442
N 1.54495 -0.53864 -0.75791 -0.0767 0.7369 -0.7195 0.1015
C -5.07070 2.82871 -0.29016 0.9189 -0.0019 0.0442 -0.3852
N 2.55062 -1.41643 1.19251 0.4416 1.6528 -0.1962 0.2252
C 3.42244 -0.90052 2.06034 0.0112 -1.3245 0.1809 -0.1137
H -0.36131 -4.16558 -0.23153 -0.3475 0.2680 -0.0945 0.0822
H 1.46460 -2.64785 -0.78900 -0.1895 0.3732 -0.3397 0.1316
H -2.39319 -1.17947 0.18550 0.1901 0.5175 -0.0099 0.0847
N 3.16837 0.61000 0.58360 0.1028 2.0625 -1.3779 0.1560
H -1.60578 -3.24861 -1.19716 0.2450 -0.2103 0.2665 0.0900
H -1.33149 2.79190 -1.83104 -0.1526 0.0393 0.0432 0.0495
O 0.57832 1.64419 -1.29233 1.6807 -0.3415 0.7498 0.1313
H 5.54351 -4.09297 2.21101 -0.3276 -0.1222 0.2758 0.1046
O 2.78986 -1.99702 4.26474 0.0093 -0.2974 -1.6064 0.1999
C 0.76733 -1.80333 -0.93880 0.6546 -0.5333 1.0456 -0.1008
H 0.00133 -2.03395 1.12325 0.2054 0.0794 -0.5147 0.1172
F -6.82010 3.99326 0.80911 0.3534 -0.1580 -0.1006 0.1671
C -1.39184 -0.77121 -0.00654 0.8974 -1.0814 0.2853 -0.0406
C -2.41071 2.94057 -1.82540 -0.2582 -0.0921 -0.2181 -0.0535

No. 5
51
Properties=species:S:1:pos:R:3:forces:R:3:lowdin_charge:R:1 method="wB97M-V/def2-TZVPD" multiplicity=1 lumo_energy_ha=0.018 charge=0 e_above_lowest_kcal_mol=36.8 e_homo_ev=-8.07
H -13.14932 -24.10601 33.45864 0.1468 0.1081 -0.0142 0.0736
C -12.78088 -23.91419 34.46639 -1.3440 0.2202 0.0619 -0.0479
H -10.97054 -21.16103 27.72515 0.3404 -0.5009 0.3883 0.1005
H -16.94420 -20.23239 33.54079 -0.1769 0.4645 0.3325 0.0888
O -11.73033 -21.49462 33.73981 -0.4977 -0.2872 0.0029 0.0186
C -11.03939 -22.37985 34.16236 1.5399 -0.6350 0.1725 -0.5262
H -12.94980 -19.74486 37.99992 -0.7737 -0.0812 0.1458 0.0973
H -9.13447 -20.77486 33.06513 0.4710 0.0181 0.0178 0.0790
C -14.38998 -16.40177 33.88565 0.9301 0.4030 -0.1950 -0.0255
H -13.57420 -18.15661 29.32580 0.1051 0.3740 0.4194 0.0948
C -14.66078 -17.62593 31.78402 1.7653 -2.1869 2.0164 -0.4895
C -14.65526 -18.15866 29.46508 0.1086 -1.1068 -0.7583 -0.0317
C -13.23222 -19.57634 36.96072 1.9187 0.9426 -0.0765 -0.0805
H -9.00381 -20.20007 34.71599 -0.9934 -0.3311 0.3526 0.0868
H -13.02386 -24.75781 35.11243 0.5650 -0.0881 -0.0751 0.0972
O -9.72660 -22.26043 34.35646 -0.1903 -0.5265 0.8933 0.0114
H -13.40210 -15.97474 33.71288 0.1237 -0.3498 0.4515 0.0813
C -11.38969 -20.95826 28.71070 -1.5852 -0.4779 -0.5671 -0.0489
O -15.12173 -17.43254 30.56929 -0.0628 1.2060 1.0165 0.0323
H -13.19842 -18.50722 36.75114 0.4130 -0.0574 0.0041 0.0805
H -18.09175 -20.75989 34.89321 0.0344 0.1657 -0.5021 0.0939
O -14.20642 -20.30565 34.40873 -2.9549 0.1938 3.6663 -0.0441
H -14.31765 -17.28710 34.51737 -0.0185 -0.2818 -0.6909 0.0603
C -17.11697 -20.85917 34.41566 0.3950 0.6121 0.1455 0.0172
O -11.39233 -23.64977 34.48718 0.8230 1.4332 -0.1685 0.0226
O -14.90907 -16.56052 32.53558 -0.7719 -0.4501 -0.1479 0.0277
H -11.75371 -21.81295 29.28088 0.4780 -0.2943 -0.1415 0.0870
H -12.31816 -20.44370 28.46319 0.0495 0.7581 0.4414 0.0862
O -16.24675 -20.44946 35.54428 0.2326 -0.6443 -1.2599 0.0156
H -7.91778 -21.46958 34.28940 0.0045 0.0435 -0.6471 0.0959
C -8.91784 -21.08614 34.08703 -0.2472 -0.2636 -0.3871 0.0024
Mg -12.91093 -20.06288 32.89411 0.1474 -0.0264 0.5360 0.0511
H -8.14713 -20.30177 30.31234 0.3593 0.0639 -0.6684 0.1009
O -11.74178 -19.77798 31.28858 2.7816 -0.2756 -1.6132 0.0092
H -14.94170 -19.20634 29.55679 -0.1821 -0.0148 -0.1339 0.0862
H -12.44457 -20.07317 36.39428 -0.3521 0.0262 -0.4960 0.0663
O -9.51813 -19.15423 31.16192 -3.1289 -0.5347 1.3463 -0.0195
Cl -11.67112 -18.39443 34.17400 0.2944 0.0896 0.0391 -0.0002
H -13.31913 -23.05821 34.87342 -0.0776 0.0821 -0.1800 0.0872
O -14.52624 -19.99977 36.68807 -1.3659 -0.8936 -0.7312 0.0154
H -7.46566 -18.80962 30.88109 -0.6359 0.4364 0.4438 0.1028
O -10.42890 -20.21667 29.41254 0.0378 1.0165 2.4220 -0.0382
H -17.02055 -21.85792 33.98989 0.6958 -0.3057 0.8431 0.0896
O -14.07989 -18.66823 32.19167 -2.0999 3.5183 -1.7216 -0.0518
H -14.95739 -15.64996 34.43421 -0.5142 -0.0756 -0.6053 0.0921
C -8.34813 -19.23426 30.40253 0.4394 -0.9855 -1.1148 -0.0582
C -10.66609 -19.77138 30.70664 0.7323 1.0044 -1.3632 -0.4161
H -15.11557 -17.65932 28.61252 -0.0057 -0.3138 0.0262 0.1021
C -14.93736 -20.23733 35.43644 1.5914 -0.5926 -1.5066 -0.4772
H -8.56825 -18.75465 29.44879 0.6190 -0.1982 -0.1266 0.1026
Br -14.21912 -21.81255 31.55385 -0.1640 -0.4012 -0.2934 -0.0007

Number 1: orbital gap 2.38 eV. Number 2: orbital gap 9.16 eV. Number 3: orbital gap 5.79 eV. Number 4: orbital gap 10.03 eV. Number 5: orbital gap 8.57 eV.